{"formula": "C22H37ClIrP2", "method": "ωB97M-V/def2-TZVPD", "largest_force_ha_per_bohr": 0.1359, "mol_weight_g_mol": 591.2, "e_tot_ev": -57328.2061, "spin_multiplicity": 6, "charge": 2, "relative_energy_ev": 0.000, "lumo_energy_ev": [-6.73, -9.44], "s_squared": 8.782, "elements": ["P", "P", "C", "C", "H", "H", "H", "H", "C", "H", "H", "H", "C", "H", "H", "H", "C", "H", "H", "H", "C", "H", "H", "H", "Ir", "C", "C", "C", "C", "C", "C", "C", "C", "C", "H", "H", "H", "H", "H", "H", "H", "H", "H", "H", "H", "H", "H", "H", "H", "Cl", "C", "C", "C", "C", "C", "C", "C", "H", "H", "H", "H", "H", "H"], "positions_angstrom": [[0.39316, 0.82251, -2.57479], [0.11762, -3.22502, 1.44251], [1.04859, -2.61100, -1.29269], [0.27671, -3.64881, -0.43193], [0.39165, -2.28565, -2.12488], [1.29140, -1.65696, -0.79443], [-0.74838, -3.68075, -0.82925], [0.72050, -4.66202, -0.51028], [1.75809, -3.93999, 1.88968], [1.81544, -4.05258, 2.98344], [2.51868, -3.22430, 1.55639], [1.93701, -4.90910, 1.39779], [-0.94339, -4.56697, 2.15433], [-0.42087, -5.52902, 2.27247], [-1.86911, -4.72368, 1.58675], [-1.24108, -4.22467, 3.15733], [1.92505, 1.59964, -3.20655], [1.68442, 2.62347, -3.49605], [2.27541, 1.04970, -4.08299], [2.69726, 1.58362, -2.43518], [-0.24130, 0.43248, -4.27754], [-0.90035, -0.44854, -4.23270], [0.63120, 0.20212, -4.90869], [-0.77307, 1.31499, -4.66911], [2.73430, -3.24524, -2.16000], [3.46361, -5.06092, -2.26918], [4.22102, -4.18662, -1.32038], [5.52355, -3.58157, -1.79786], [5.30922, -2.62161, -3.03590], [3.89490, -2.10180, -3.26962], [2.96489, -2.91758, -4.07749], [3.45767, -4.18694, -4.70807], [3.90101, -5.27597, -3.69731], [-0.63188, 2.24574, -2.06158], [2.93081, -5.86560, -1.74481], [4.10305, -4.41901, -0.25037], [6.19060, -4.38977, -2.14680], [6.00780, -3.02665, -0.97089], [5.93044, -1.72637, -2.90655], [5.67066, -3.13637, -3.93850], [3.69258, -1.01261, -3.26278], [2.16198, -2.38008, -4.58149], [4.27474, -3.94211, -5.38930], [2.65524, -4.57177, -5.34745], [3.33692, -6.16283, -3.98681], [4.95663, -5.53365, -3.83976], [-1.65885, 1.87532, -1.91580], [-0.56205, 2.98955, -2.87240], [-0.23260, 2.60184, -1.09834], [-2.33048, -0.88233, 0.12868], [-1.94406, 0.32368, 1.29190], [-2.90275, 1.20361, 1.78831], [-2.49338, 2.27097, 2.60910], [-1.12901, 2.47416, 2.85431], [-0.17772, 1.55632, 2.42371], [-0.58198, 0.37117, 1.74458], [0.36026, -0.65130, 1.39638], [-3.95752, 1.04482, 1.58036], [-3.22844, 2.96738, 3.02019], [-0.78924, 3.37440, 3.37633], [0.90083, 1.73229, 2.57279], [0.41441, -0.71892, 0.31305], [1.30639, -0.65292, 1.94662]], "forces_ev_per_angstrom": [[0.2226, -1.0146, -0.4020], [0.5999, -2.0760, -1.2882], [-2.3020, 0.6356, 0.9757], [-0.6160, 0.6676, 0.4944], [0.2738, -0.0928, 0.1892], [0.1300, -0.4545, -0.0951], [0.2362, -0.2709, 0.1472], [-0.3892, 0.4059, 0.2434], [0.1605, 0.8033, 0.4836], [0.1738, 0.0167, -0.3962], [0.1255, -0.1867, 0.2065], [-0.3012, 0.3042, 0.1980], [-0.5307, 0.2300, 0.1963], [0.0124, 0.4083, -0.2313], [0.2456, 0.1241, 0.0502], [0.0751, -0.1573, -0.2408], [0.1427, 0.2902, 0.5256], [0.3556, 0.0725, -0.1090], [0.0557, 0.1171, 0.1766], [0.0728, 0.2877, -0.1409], [-0.3847, -0.1323, 0.4022], [0.0325, 0.4519, -0.2639], [-0.5247, 0.0454, 0.1147], [0.1310, -0.4717, -0.1309], [-5.5672, 1.9791, 3.7307], [2.5585, -1.1796, 1.3891], [1.8362, -2.7064, -0.2165], [0.3068, 0.5277, -0.1818], [0.7501, 0.6118, -0.0839], [0.8660, 0.2923, -2.6456], [2.0518, 1.6606, -1.9992], [-0.2448, -0.1219, -0.6703], [-0.4666, -1.1939, -0.6668], [0.2195, -0.2549, -0.1967], [-0.1982, 0.3159, -0.4724], [0.0540, 0.2063, -0.4295], [-0.1207, 0.3313, 0.4371], [-0.2156, -0.4042, -0.4743], [0.0920, -0.3816, -0.0223], [-0.1635, 0.2551, 0.2156], [0.1372, -0.6649, 0.3421], [-0.0826, -0.1139, 0.1778], [0.0684, -0.0335, 0.0103], [0.1656, -0.0202, 0.1843], [0.3227, -0.2058, -0.1551], [-0.0988, 0.1905, 0.4043], [0.2714, 0.3509, -0.0975], [-0.3265, 0.0658, 0.6072], [-0.2436, 0.1920, -0.4236], [-0.2788, 0.2745, 0.2334], [-1.0582, 0.1864, 0.0880], [0.2346, -0.1243, 0.1608], [-1.0916, -0.5912, -0.5269], [2.1332, -0.2742, 0.0145], [-0.3305, 0.8461, 0.7268], [1.0411, -0.0879, -0.2381], [0.2574, 0.9146, 0.5095], [0.2366, 0.1005, -0.1689], [0.2073, -0.2951, -0.2083], [-0.2198, -0.3588, -0.1466], [-0.7642, -0.1486, 0.0974], [-0.0911, -0.3515, -0.0742], [-0.2456, 0.2072, -0.3357]]}